The ion C11H12N with charge +1. Source: the OMol25 dataset; level of theory: the ωB97M-V functional and the def2-TZVPD basis.

Results
- net charge = +1
- energy above the lowest of the compared OMol25 structures with the same formula, charge and spin (kcal/mol) = 78.5
- HOMO level (eV) = -12.9
- DFT total energy (eV) = -13081.1287

Last column: natural (NBO) charge in e.
Element x y z (Å)
C1 -1.3249 2.3739 -1.8859  -0.253
C2 -0.7285 2.9374 -0.7403  -0.051
C3 -1.1944 1.0346 -2.1701  -0.045
C4 0.0175 2.1699 0.1931  -0.230
C5 -0.5513 0.1853 -1.2149  -0.249
C6 0.0808 0.7634 0.0332  0.117
C7 -0.5552 -1.1170 -1.4917  0.453
C8 0.6277 -0.1343 1.0422  0.231
C9 -0.8339 -2.2445 -1.8721  -0.492
C10 0.6143 0.2182 2.5224  -0.682
C11 1.6400 -2.3708 1.2097  -0.463
N1 1.0356 -1.2857 0.5816  -0.364
H1 -2.0367 2.9813 -2.5247  0.259
H2 -0.8727 4.0453 -0.5324  0.253
H3 -1.4260 0.5086 -3.1518  0.257
H4 0.4237 2.8085 0.9626  0.252
H5 -0.1132 -2.9910 -2.2398  0.302
H6 -1.8172 -2.4880 -1.7400  0.289
H7 1.5982 -0.0376 3.0591  0.252
H8 -0.1595 -0.4987 2.8786  0.249
H9 0.3479 1.2226 2.7358  0.235
H10 2.1109 -2.0379 2.1863  0.211
H11 2.2069 -2.9768 0.4908  0.232
H12 0.9099 -3.0666 1.6684  0.236

Atomic forces in eV per Å
-1.60 0.92 -0.65
-0.19 0.25 0.10
1.05 -0.99 -0.76
-1.09 -0.36 -1.48
1.26 2.68 1.87
-1.42 1.12 -1.27
1.01 3.26 1.52
1.65 -2.55 0.20
1.87 -4.15 -1.73
0.94 -2.04 -0.02
-0.11 -0.50 2.77
-1.30 2.83 -1.51
1.36 -0.57 0.72
0.30 -1.59 -0.40
-0.28 1.18 1.40
0.38 -0.81 0.54
-0.42 0.42 0.12
-2.69 -1.04 0.17
-1.40 0.33 -0.95
0.41 0.71 0.42
-0.32 0.77 0.18
0.57 -0.52 -1.26
0.31 0.47 0.55
-0.28 0.20 -0.56

---

A cluster of 6 separate species, C41H62BBr11Cl2I2N2O2S in total. Source: the OMol25 dataset; level of theory: the ωB97M-V functional and the def2-TZVPD basis.

Results
- net charge = 0
- SMILES = CC[C@H](Br)c1cc(Cl)c2c(c1)N(B(C)O)c1c(CCCCCCCCCCCOC)c(/C(I)=C(/C)I)c(Cl)c(N)c1S2.BrCCBr.BrCCBr.BrCCBr.BrCCBr.BrCCBr
- HOMO level (eV) = -7.6
- DFT total energy (eV) = -873826.3215

Last column: Mulliken charge in e.
Element x y z (Å)
C1 4.5911 -6.1441 0.1914  -0.976
C2 4.1615 -4.7705 -0.3027  -0.231
C3 4.3728 -3.6988 0.7699  -0.079
Br1 2.8882 -3.7222 2.0312  -0.170
C4 4.6672 -2.3153 0.2329  0.007
C5 5.8172 -2.1710 -0.5463  -0.776
C6 6.1742 -0.9340 -1.0473  0.189
Cl1 7.6260 -0.7610 -1.9718  -0.259
C7 5.4020 0.2009 -0.7945  0.144
C8 4.2535 0.0742 -0.0207  -0.675
C9 3.9011 -1.1869 0.4803  -0.074
N1 3.4133 1.1674 0.3184  0.930
B1 3.7403 1.7447 1.6624  0.484
C10 3.0497 1.1513 2.9430  -0.459
O1 4.6565 2.7755 1.7638  -0.507
C11 3.2493 2.1668 -0.6869  -0.811
C12 1.9961 2.7961 -0.7768  -0.784
C13 0.8829 2.3591 0.1491  -1.037
C14 0.5230 0.8641 -0.0214  1.254
C15 0.1609 0.4469 -1.4420  -0.934
C16 -1.3416 0.5432 -1.8115  -0.657
C17 -1.9206 -0.8443 -2.0983  -1.211
C18 -2.5873 -1.5379 -0.9143  0.902
C19 -3.5707 -2.6164 -1.3754  -0.859
C20 -5.0425 -2.2150 -1.3997  -1.089
C21 -5.6189 -1.6942 -0.0678  -0.555
C22 -5.9862 -0.2098 -0.1982  -0.534
C23 -6.1928 0.5015 1.1138  -0.746
O2 -5.0067 0.4372 1.8756  -0.325
C24 -4.7726 1.5994 2.6273  -0.634
C25 1.8330 3.8502 -1.7034  0.626
C26 0.5886 4.6410 -1.8057  -1.995
I1 -0.6221 4.2668 -3.4894  0.215
C27 0.2188 5.5759 -0.9452  0.747
C28 -1.0239 6.3905 -0.9982  -1.422
I2 1.4892 6.0072 0.6863  0.013
C29 2.8960 4.1924 -2.5505  0.912
Cl2 2.7073 5.4751 -3.7002  -0.256
C30 4.1286 3.5492 -2.4932  0.044
N2 5.2374 3.8947 -3.3192  -0.588
C31 4.2817 2.5488 -1.5377  0.989
S1 5.8789 1.7830 -1.4271  -0.411
H1 4.8343 -6.8104 -0.6285  0.379
H2 5.4476 -6.0739 0.8558  0.432
H3 3.8186 -6.6380 0.7805  -0.085
H4 4.7265 -4.4686 -1.1772  0.481
H5 3.1067 -4.7642 -0.5621  0.148
H6 5.2361 -3.9833 1.3606  0.515
H7 6.4278 -3.0378 -0.7398  0.632
H8 3.0166 -1.2661 1.0873  -0.112
H9 2.3969 0.3280 2.6701  -0.108
H10 2.4270 1.8896 3.4423  0.260
H11 3.8176 0.7635 3.6114  0.351
H12 5.5430 2.4038 1.6854  0.307
H13 1.1713 2.5837 1.1744  0.312
H14 -0.0218 2.9307 -0.0312  0.624
H15 -0.2989 0.6317 0.6453  0.627
H16 1.3507 0.2753 0.3484  -1.397
H17 0.7258 1.0214 -2.1752  0.339
H18 0.4803 -0.5860 -1.5467  0.719
H19 -1.8921 1.0564 -1.0250  0.485
H20 -1.4458 1.1471 -2.6999  0.017
H21 -2.6500 -0.8099 -2.9089  0.516
H22 -1.1005 -1.4541 -2.4675  0.403
H23 -3.0414 -0.8198 -0.2358  0.094
H24 -1.8138 -2.0322 -0.3302  -0.563
H25 -3.4796 -3.4780 -0.7120  0.249
H26 -3.2947 -2.9734 -2.3662  0.479
H27 -5.1800 -1.4516 -2.1652  0.419
H28 -5.6425 -3.0672 -1.7107  0.445
H29 -6.5365 -2.2288 0.1552  0.452
H30 -4.8903 -1.8133 0.7267  0.290
H31 -5.1581 0.2736 -0.7179  0.172
H32 -6.8563 -0.1028 -0.8412  0.444
H33 -6.4618 1.5367 0.9077  0.440
H34 -6.9947 0.0138 1.6765  0.279
H35 -4.0919 1.3468 3.4293  0.046
H36 -5.6813 1.9878 3.0868  0.393
H37 -4.3004 2.3773 2.0253  0.340
H38 -1.8505 5.8139 -1.3947  0.466
H39 -0.8901 7.2881 -1.5944  0.266
H40 -1.3176 6.7077 -0.0039  0.391
H41 5.2434 4.8920 -3.4877  0.278
H42 5.1197 3.4594 -4.2278  0.251
Br2 0.4692 -1.5891 4.1537  -0.130
C32 -0.1774 -0.0928 5.2186  -0.665
C33 -1.3536 0.5816 4.5654  -0.689
Br3 -0.7942 1.6735 3.0590  0.049
H43 0.6638 0.5788 5.3564  0.357
H44 -0.4657 -0.5184 6.1770  0.432
H45 -1.8397 1.2645 5.2601  0.353
H46 -2.0818 -0.1279 4.1843  0.404
Br4 0.9822 3.0142 -7.9684  -0.120
C34 -0.1797 4.4234 -8.6352  -0.585
C35 -0.8612 5.1575 -7.5127  -0.468
Br5 -2.3093 4.1124 -6.7424  -0.156
H47 -0.8839 3.9551 -9.3145  0.373
H48 0.4679 5.0985 -9.1898  0.342
H49 -1.3250 6.0709 -7.8780  0.343
H50 -0.1832 5.3950 -6.6982  0.243
Br6 -0.6018 -4.2992 0.5565  -0.022
C36 -1.1293 -5.7797 -0.5841  -0.586
C37 0.0665 -6.4436 -1.2121  -0.445
Br7 0.8024 -5.3726 -2.6610  -0.169
H51 -1.8150 -5.3767 -1.3230  0.352
H52 -1.6590 -6.4734 0.0637  0.383
H53 -0.2175 -7.3909 -1.6647  0.428
H54 0.8719 -6.6049 -0.5035  0.103
Br8 3.6229 -8.1426 2.9948  -0.118
C38 2.0218 -7.3107 3.7182  -0.396
C39 0.8855 -8.2940 3.8136  -0.530
Br9 0.0948 -8.6770 2.0802  -0.157
H55 1.7996 -6.4607 3.0817  0.087
H56 2.2947 -6.9588 4.7105  0.369
H57 0.0788 -7.8828 4.4161  0.366
H58 1.1966 -9.2485 4.2243  0.389
Br10 -3.1424 5.2772 2.7927  -0.078
C40 -4.9964 5.4465 3.3576  -0.589
C41 -5.1233 5.4418 4.8581  -0.540
Br11 -4.8896 3.6530 5.5835  -0.151
H59 -5.5404 4.6304 2.8927  0.262
H60 -5.3426 6.3936 2.9505  0.367
H61 -6.1212 5.7520 5.1592  0.354
H62 -4.3856 6.0740 5.3406  0.361

Atomic forces in eV per Å
-0.36 -0.15 0.08
-0.11 0.14 0.50
0.27 0.17 -0.20
0.03 -0.11 0.18
-0.10 0.48 -0.15
-0.15 -0.02 0.16
-0.23 0.07 0.11
0.11 -0.13 -0.06
-0.18 0.41 -0.06
-0.31 -1.07 0.28
0.15 0.03 -0.12
0.94 0.91 -0.14
-0.38 -0.24 0.25
0.10 -0.33 -0.68
-0.15 -0.29 0.28
-0.34 0.30 -0.38
0.05 0.38 -0.23
-0.16 -0.50 -0.45
0.09 0.34 0.19
-0.30 0.22 0.12
0.57 -0.41 0.00
-0.51 0.37 0.04
0.47 -0.36 -0.15
-0.23 -0.23 0.57
-0.12 0.04 0.04
-0.05 0.57 -0.69
0.68 -0.30 -0.02
-0.14 -0.31 -0.22
0.13 -0.04 -0.01
0.11 -0.06 0.12
0.41 -0.30 -0.15
0.09 -0.18 0.21
-0.02 -0.18 0.03
0.05 0.00 0.10
-0.22 0.14 0.43
-0.07 0.00 -0.11
-0.04 -0.27 0.32
0.04 0.15 -0.03
-0.15 0.07 0.09
-0.18 -0.03 0.06
0.19 -0.41 0.11
0.07 -0.03 -0.09
0.08 -0.09 -0.18
0.30 0.00 -0.05
-0.07 0.18 -0.13
0.11 -0.02 -0.22
-0.10 -0.01 -0.33
0.06 -0.07 0.27
0.25 -0.02 -0.13
-0.21 0.04 0.05
-0.14 -0.14 0.06
0.14 0.23 0.24
-0.01 0.16 0.33
0.19 0.42 -0.35
0.04 -0.12 0.22
-0.06 0.32 -0.15
-0.28 -0.02 0.02
0.16 -0.15 -0.08
0.26 0.05 0.00
0.04 -0.19 -0.18
-0.16 0.01 0.17
-0.04 0.28 -0.31
-0.11 0.24 -0.12
-0.01 -0.32 -0.16
-0.28 0.17 -0.02
0.07 0.11 0.14
0.01 -0.15 0.12
0.15 -0.03 -0.17
-0.09 0.12 -0.15
0.05 -0.18 -0.22
0.00 -0.31 0.37
-0.02 -0.14 0.27
0.07 0.24 -0.04
-0.24 0.05 -0.03
-0.12 0.21 0.11
-0.22 0.15 0.10
0.22 -0.06 0.17
-0.19 0.01 0.01
-0.01 0.18 -0.13
-0.10 -0.10 -0.25
0.06 0.11 -0.20
0.02 0.08 0.18
0.00 0.08 0.00
0.18 -0.11 -0.05
0.03 0.05 -0.02
-0.03 -0.22 0.00
-0.03 0.22 -0.02
-0.14 0.03 0.19
0.00 0.03 -0.01
-0.03 0.01 0.00
0.04 -0.01 0.03
0.02 -0.04 0.01
-0.06 -0.01 -0.01
0.21 -0.05 0.04
-0.16 0.05 0.02
0.02 -0.02 0.02
-0.04 0.02 0.00
-0.01 0.03 0.02
0.01 -0.01 -0.04
0.03 -0.01 0.00
0.04 -0.09 0.04
-0.01 0.06 0.14
-0.01 -0.01 -0.18
0.04 0.02 0.05
0.00 -0.01 -0.04
0.04 -0.07 0.02
-0.02 -0.01 0.01
-0.01 -0.02 0.07
-0.04 -0.11 0.16
0.13 -0.10 0.06
-0.14 0.11 -0.02
0.02 -0.02 -0.08
-0.07 0.03 -0.03
-0.01 -0.01 0.01
0.01 0.04 0.00
0.03 0.00 0.02
-0.03 -0.06 -0.01
0.17 0.14 -0.08
-0.09 -0.13 0.03
0.05 0.05 0.10
-0.03 -0.01 0.02
-0.01 0.01 0.03
-0.02 -0.01 -0.04
0.02 0.02 -0.03

---

Number 1: LUMO level -5.77 eV. Number 2: LUMO level 0.31 eV.